This record from the OMol25 dataset describes a cluster of 9 separate species, C76H180F4N5O11P4S4 in total in a non-equilibrium geometry. The level of theory is the ωB97M-V functional and the def2-TZVPD basis.

The geometry in XYZ format:
```
284
Properties=species:S:1:pos:R:3:forces:R:3:lowdin_charge:R:1
C -3.342875 -4.866040 -2.216106 -2.40 1.08 -0.44 0.002
C -3.777535 -3.515850 -2.991076 2.91 -2.96 -0.74 -0.207
C -2.736685 -3.523280 -4.171986 -1.59 2.44 -1.52 -0.153
O -3.256515 -2.496780 -5.046316 -1.09 0.50 -0.35 -0.260
C -2.620925 -2.297380 -6.308086 1.39 -0.44 0.20 -0.072
N -5.226035 -3.559190 -3.556436 1.33 0.56 1.42 0.258
H -5.335935 -2.823020 -4.239136 0.34 0.18 -0.79 0.145
H -5.544585 -4.439210 -3.936166 0.17 -0.58 -0.27 0.179
H -5.839345 -3.308260 -2.794216 -0.47 -0.21 0.41 0.165
H -2.396405 -4.805450 -1.678876 -0.12 0.35 -0.27 0.082
H -3.354425 -5.685290 -2.934986 0.34 0.04 -0.01 0.091
H -4.155375 -5.097610 -1.527396 0.25 -0.14 0.46 0.073
H -3.652165 -2.628070 -2.371206 -0.33 -0.03 -0.21 0.129
H -2.682115 -4.405700 -4.809536 -0.13 -0.63 0.69 0.136
H -1.736475 -3.173890 -3.915856 0.01 -0.50 0.80 0.103
H -1.550395 -2.197890 -6.128696 0.17 0.47 -0.03 0.078
H -2.985415 -1.404490 -6.816026 -0.18 -0.04 0.35 0.087
H -2.656035 -3.124610 -7.017006 -0.72 -0.36 0.18 0.103
C -4.239695 0.517770 -3.628966 0.48 -0.05 1.68 -0.010
C -3.599625 1.305410 -4.763006 -0.61 0.82 -0.70 -0.229
C -4.662515 2.215610 -5.442816 0.68 -0.80 -0.65 -0.057
O -4.138395 2.760120 -6.639076 -1.06 0.49 -1.56 0.080
C -5.144635 3.143280 -7.643786 1.12 0.37 -0.78 0.108
N -2.491995 2.248690 -4.342176 -0.70 -0.38 1.28 0.227
H -2.795435 3.103270 -3.897516 -0.68 0.24 0.32 0.165
H -1.874985 1.797220 -3.682196 0.26 -0.88 1.11 0.077
H -1.795775 2.542950 -5.012086 0.41 0.00 -2.29 0.068
H -4.371615 1.013120 -2.667026 0.18 1.14 -0.15 0.103
H -3.570955 -0.270750 -3.283796 -0.09 -0.45 -0.69 0.063
H -5.262575 0.162860 -3.754826 0.24 -0.21 -0.93 0.104
H -3.096545 0.642190 -5.466676 -0.27 -0.10 -0.19 0.144
H -4.806065 3.085210 -4.801486 -0.65 0.26 0.19 0.183
H -5.584225 1.741630 -5.780286 -0.24 -0.19 0.90 0.163
H -5.870975 3.864610 -7.269316 -0.05 0.07 0.70 0.153
H -5.707895 2.287600 -8.016136 -0.08 -0.74 0.52 0.151
H -4.658405 3.543730 -8.533346 0.58 0.11 0.45 0.137
C 2.544495 3.657970 -3.232376 -1.18 -0.45 0.48 -0.010
C 1.261605 4.547840 -3.269776 1.87 0.38 0.18 -0.279
C 1.383155 5.636260 -4.317786 0.55 2.65 -0.03 -0.104
O 2.262745 6.858410 -3.849176 -3.32 -2.28 -0.35 -0.170
C 1.475095 7.828030 -3.010606 1.50 -1.30 -0.82 -0.048
N 0.077845 3.620810 -3.518306 -0.01 0.93 0.77 0.204
H 0.114145 2.749530 -3.008746 1.00 -0.78 0.09 0.057
H -0.801545 3.971860 -3.166836 -0.10 1.12 0.08 0.150
H -0.055445 3.405770 -4.496106 0.40 -0.17 -1.20 0.064
H 2.587305 2.983820 -4.087826 -0.33 -0.03 -0.18 0.083
H 2.414575 3.050320 -2.336836 0.49 -0.28 0.07 0.059
H 3.533515 4.116090 -3.224736 -0.48 0.74 0.23 0.113
H 1.043135 5.021850 -2.312866 0.22 -0.18 0.16 0.127
H 0.409955 6.031460 -4.608996 -0.24 0.26 0.21 0.119
H 1.767845 5.226960 -5.251906 0.61 0.26 0.10 0.124
H 2.305175 8.471900 -2.719896 -0.45 0.09 0.56 0.100
H 0.998445 7.269900 -2.204766 0.25 0.18 0.43 0.053
H 0.697965 8.431250 -3.479976 0.18 -0.29 -0.77 0.088
C 4.581015 0.976950 -2.509056 0.64 -1.15 -0.71 -0.078
C 5.499035 -0.271910 -2.231686 -0.29 1.88 -0.76 -0.235
C 5.502355 -0.591560 -0.773336 1.09 -0.33 0.74 -0.267
C 4.268065 -1.328330 -0.358866 -0.77 -0.97 0.62 -0.268
P 3.866555 -1.597420 1.412684 -0.96 0.90 1.20 1.085
C 2.734385 -3.034340 1.619154 -0.18 0.34 -1.05 -0.248
C 1.335725 -2.935440 0.939124 0.67 1.05 0.17 -0.239
C 0.484235 -4.177500 1.187004 0.01 0.50 0.03 -0.235
C -1.032005 -3.958600 1.269234 0.65 -0.36 -0.38 -0.090
C 3.012325 -0.017940 2.013264 1.07 -0.27 0.14 -0.237
C 3.091325 0.310760 3.518464 -1.17 0.41 -0.28 -0.206
C 2.164355 1.488140 3.964184 -0.10 0.22 -3.14 -0.302
C 2.041195 1.636640 5.387384 -0.15 -0.72 2.82 -0.127
C 5.369275 -1.959090 2.420014 -0.79 0.52 -0.09 -0.267
C 5.234585 -2.666190 3.742414 0.29 -2.29 0.99 -0.267
C 6.632555 -3.197170 4.302364 -1.07 0.22 -0.67 -0.206
C 6.506805 -4.241170 5.493334 0.11 1.61 -0.60 -0.066
H 4.723525 1.811520 -1.822556 0.04 -0.19 0.13 0.079
H 3.560145 0.595130 -2.497616 -0.27 0.34 0.27 0.049
H 4.733115 1.339770 -3.525586 0.12 0.08 -0.02 0.075
H 6.553525 -0.134970 -2.471236 -0.11 0.53 -0.44 0.119
H 5.147475 -1.053540 -2.905156 -0.10 -0.38 0.36 0.082
H 5.641585 0.326400 -0.202316 -0.14 0.20 -0.02 0.120
H 6.430715 -1.137840 -0.606506 -0.20 -0.45 0.51 0.121
H 4.288845 -2.349660 -0.739066 0.06 -0.18 -0.29 0.092
H 3.410615 -0.848330 -0.830536 -0.29 -0.05 0.26 0.069
H 2.679825 -3.245340 2.687144 -0.15 0.11 0.03 0.092
H 3.250285 -3.875450 1.156034 0.27 -0.21 0.13 0.106
H 1.454945 -2.761930 -0.130356 0.25 -0.28 -0.26 0.094
H 0.876925 -1.985070 1.211904 -0.41 -0.09 0.63 0.085
H 0.816775 -4.619760 2.126114 0.12 -0.52 -0.31 0.115
H 0.647915 -4.804940 0.310864 0.34 -0.54 0.46 0.107
H -1.270465 -3.071270 0.682814 -0.48 0.07 0.20 0.065
H -1.378515 -3.934910 2.302424 -0.10 0.42 -0.13 0.059
H -1.460975 -4.843570 0.799214 -0.49 0.14 0.08 0.063
H 1.990805 0.010710 1.634074 0.16 -0.07 -0.11 0.060
H 3.619715 0.757980 1.547294 -0.28 0.15 -0.62 0.093
H 4.101195 0.662110 3.730174 0.13 -0.70 0.46 0.120
H 2.747155 -0.574160 4.053774 0.55 0.01 0.53 0.109
H 1.148275 1.405130 3.578464 -0.09 -0.56 -0.45 0.083
H 2.491695 2.428440 3.520584 0.46 0.08 -0.26 0.105
H 1.294875 2.350470 5.736024 0.26 0.44 -0.28 0.078
H 3.001275 1.811830 5.872844 -0.11 0.11 0.22 0.097
H 1.637145 0.695060 5.759234 0.21 -0.24 0.46 0.084
H 5.764385 -0.979030 2.687324 0.83 0.05 -0.89 0.106
H 5.933345 -2.633850 1.776094 0.67 0.59 -0.18 0.107
H 4.615235 -3.551640 3.599254 -0.31 -0.03 0.26 0.093
H 4.858095 -2.067160 4.571584 -0.47 0.15 -0.35 0.110
H 7.051505 -2.213350 4.513764 0.73 -0.35 1.16 0.103
H 7.276455 -3.520770 3.484574 -0.19 -0.55 -0.11 0.098
H 7.477355 -4.338990 5.979724 -0.15 0.18 0.15 0.078
H 6.167075 -5.259650 5.305194 0.01 0.18 -0.87 0.073
H 5.764835 -3.827700 6.176434 0.25 0.03 0.38 0.066
C 1.219515 -5.660960 -7.991396 -0.57 -0.60 -0.95 -0.088
C 2.589495 -6.396480 -7.904676 -1.70 0.39 0.37 -0.221
C 3.397955 -6.215390 -6.629346 1.08 0.43 -0.78 -0.244
C 4.172035 -4.888860 -6.494726 0.51 0.17 -0.33 -0.278
P 5.209835 -4.711130 -4.959836 -2.58 -0.66 -1.35 1.120
C 3.820695 -4.734250 -3.611366 -0.26 1.39 0.50 -0.205
C 2.721495 -3.587030 -3.582266 -0.90 -0.31 -1.51 -0.211
C 1.359385 -3.904490 -4.311556 0.39 -0.40 -0.22 -0.241
C 0.599525 -5.204200 -3.918196 1.46 0.72 -0.47 -0.079
C 6.312895 -6.221850 -4.975306 -0.30 0.74 -0.10 -0.264
C 7.059435 -6.451700 -6.283606 1.92 -0.23 -0.46 -0.222
C 8.136055 -7.677530 -6.164456 -1.03 0.01 0.46 -0.187
C 7.399865 -9.084280 -6.091386 0.62 2.31 -1.31 -0.069
C 6.192885 -3.138000 -5.115816 -0.53 -1.46 1.63 -0.262
C 6.418665 -2.689540 -6.541116 1.72 0.40 0.10 -0.236
C 7.296205 -1.414590 -6.556016 -0.29 1.23 -0.26 -0.245
C 7.352765 -0.747900 -7.949306 0.60 0.58 0.35 -0.092
H 0.486125 -6.391020 -8.333826 -0.14 -0.34 0.37 0.070
H 1.063475 -4.954030 -8.806246 0.82 0.51 0.14 0.070
H 0.793135 -5.222080 -7.089346 0.43 -0.05 0.26 0.041
H 3.163115 -6.259190 -8.821306 0.20 0.23 0.19 0.123
H 2.365865 -7.462300 -7.858676 -0.11 -0.06 -0.32 0.113
H 4.164045 -6.945240 -6.891126 0.30 -0.37 1.15 0.101
H 2.835775 -6.494010 -5.738046 0.02 -0.09 -0.10 0.094
H 3.632055 -3.971610 -6.729586 -0.58 0.07 0.65 0.094
H 4.850575 -4.877350 -7.347686 0.50 -0.13 0.07 0.088
H 4.259245 -4.608120 -2.621486 0.50 -0.64 -0.07 0.068
H 3.206915 -5.634740 -3.633666 0.84 -0.51 -0.17 0.071
H 3.126135 -2.678880 -4.029066 -0.08 0.21 0.09 0.093
H 2.347725 -3.328090 -2.591636 0.87 -0.21 0.51 0.084
H 1.537825 -3.923330 -5.386686 -0.07 -0.03 -0.12 0.081
H 0.658605 -3.087840 -4.138106 0.39 0.27 0.08 0.060
H 1.129785 -6.053900 -4.348236 -0.26 -0.23 0.08 0.057
H -0.386025 -5.143390 -4.379826 -0.05 -0.30 0.35 0.054
H 0.598405 -5.325480 -2.834966 -0.44 -0.05 0.06 0.073
H 5.731125 -7.127560 -4.804026 -0.07 0.26 0.89 0.089
H 7.084225 -5.954620 -4.252996 -0.18 -0.69 0.56 0.098
H 7.571225 -5.515710 -6.507446 0.53 -0.08 -0.10 0.086
H 6.413445 -6.569300 -7.153636 -0.18 -0.52 0.14 0.099
H 8.811165 -7.604640 -5.311816 -0.66 0.54 0.79 0.094
H 8.937765 -7.632830 -6.901586 -0.73 0.06 -0.89 0.104
H 7.157365 -9.338300 -7.123266 0.18 -0.48 0.03 0.074
H 6.423945 -8.875270 -5.653216 0.17 -0.74 0.69 0.045
H 8.063525 -9.816200 -5.631006 -0.62 -0.07 0.12 0.084
H 7.096195 -3.471700 -4.605146 0.73 0.01 -0.50 0.098
H 5.879385 -2.426190 -4.352176 -0.74 0.42 -0.50 0.063
H 5.536795 -2.592450 -7.174356 -0.09 0.19 0.34 0.113
H 7.050025 -3.466130 -6.972856 -0.21 -0.11 -0.44 0.106
H 8.269065 -1.498220 -6.071606 0.30 -0.93 -0.48 0.116
H 6.899805 -0.651950 -5.885676 -0.76 0.06 0.10 0.093
H 7.750555 -1.372830 -8.748886 -0.82 -0.39 -0.07 0.084
H 8.029235 0.100820 -8.050086 0.47 0.00 0.84 0.077
H 6.417465 -0.213890 -8.117086 -0.38 -0.78 -0.62 0.075
C 2.432455 5.143330 0.878324 1.59 0.82 0.06 -0.098
C 0.946585 5.229190 1.082314 0.67 0.67 -0.96 -0.270
C 0.478265 5.829370 2.408864 -0.03 -1.08 -0.90 -0.272
C 0.912115 7.220660 2.813434 0.06 0.12 -0.04 -0.232
P -0.199925 7.789130 4.221464 1.86 0.21 0.08 1.052
C -0.130755 6.551650 5.545064 -0.30 0.14 -1.61 -0.270
C -1.462495 6.352610 6.215874 -0.22 0.11 1.08 -0.261
C -1.291135 5.325070 7.350034 -0.48 -0.13 -1.18 -0.249
C -2.534095 5.073300 8.171624 0.07 -0.53 1.83 -0.103
C 0.302565 9.440780 4.901094 -1.23 -0.51 -1.13 -0.204
C -0.868785 10.033670 5.778884 0.59 0.71 -1.60 -0.234
C -0.675815 9.895210 7.231664 0.50 -0.60 3.03 -0.284
C -1.624545 10.722810 8.137204 0.57 0.86 -0.32 -0.073
C -1.842495 7.864400 3.509324 -0.63 0.46 -0.72 -0.296
C -1.988515 8.811130 2.280104 -0.17 -0.11 0.32 -0.226
C -3.482125 9.255540 2.102264 1.40 1.69 -0.54 -0.214
C -3.679405 10.549790 1.192484 -0.16 -1.77 0.33 -0.076
H 2.913835 6.096500 1.097054 -0.19 0.42 -0.03 0.078
H 2.770035 4.966520 -0.142886 -0.36 -0.32 -0.17 0.064
H 3.034915 4.497370 1.516984 -0.57 -0.60 0.18 0.074
H 0.495435 4.267800 0.836784 -0.27 -0.10 0.71 0.082
H 0.550445 5.886280 0.308104 0.00 0.25 -0.33 0.095
H 0.905825 5.165700 3.160424 -1.02 -0.36 0.37 0.105
H -0.587005 5.819080 2.178234 -0.38 -0.34 1.31 0.102
H 0.863745 7.903820 1.965474 -0.30 0.34 0.11 0.101
H 1.973395 7.136950 3.047504 -0.02 0.50 0.60 0.105
H 0.657695 6.919160 6.201864 0.08 -0.51 0.13 0.115
H 0.075675 5.627570 5.005114 0.70 -0.16 0.43 0.080
H -2.240915 6.052180 5.514504 0.05 -0.09 -0.06 0.112
H -1.758275 7.314230 6.635264 -0.35 -0.05 0.22 0.099
H -0.373825 5.624180 7.857144 -0.37 -0.07 0.79 0.118
H -1.064475 4.345520 6.929064 0.35 -0.02 -0.50 0.099
H -2.732445 5.813730 8.946554 -0.23 0.42 -0.42 0.084
H -2.383775 4.186040 8.786664 0.44 -0.18 0.13 0.072
H -3.456605 4.765710 7.679214 0.11 0.70 -0.70 0.078
H 0.471725 9.927360 3.940504 -0.70 0.81 -0.19 0.077
H 1.313695 9.591890 5.279064 -0.08 -0.90 0.73 0.114
H -1.842445 9.629750 5.501534 0.04 -0.13 -0.15 0.093
H -0.937075 11.085040 5.499504 0.03 0.15 0.12 0.129
H 0.341795 10.094000 7.567884 0.25 0.69 -0.42 0.119
H -0.697775 8.853640 7.552194 -0.53 -0.44 -0.18 0.086
H -1.372685 11.773610 7.994064 -0.60 0.30 -0.91 0.080
H -1.429535 10.784360 9.207854 0.23 -1.35 0.14 0.082
H -2.685525 10.520620 7.990494 0.08 0.15 -0.14 0.078
H -2.526665 8.180580 4.296754 0.05 0.06 0.04 0.084
H -2.204795 6.882150 3.205964 0.29 -0.25 0.29 0.096
H -1.651725 8.300780 1.377774 -0.19 -0.39 -0.12 0.098
H -1.222385 9.584010 2.341854 -0.55 0.75 0.26 0.097
H -3.941445 9.527640 3.052564 0.16 -0.47 0.21 0.101
H -3.988035 8.404660 1.646034 -0.34 0.13 0.18 0.102
H -4.693375 10.891750 1.399914 0.08 0.18 -0.30 0.074
H -3.611025 10.209080 0.159364 -0.06 0.39 -0.14 0.063
H -2.983445 11.374080 1.348284 0.07 -0.26 0.28 0.075
C -4.899495 -6.706320 2.171104 -0.24 0.61 -0.79 -0.098
C -4.107085 -5.895040 3.187714 -1.45 0.57 1.48 -0.227
C -4.972845 -4.683780 3.667924 -0.67 -0.41 0.33 -0.216
C -4.543225 -4.069280 5.021024 2.33 -2.02 -0.63 -0.306
P -5.172485 -2.615040 5.685364 -0.47 -0.68 0.06 0.924
C -6.956215 -2.798810 5.736554 -0.55 -0.11 0.57 -0.231
C -7.598615 -4.234990 6.049274 -1.61 1.34 0.51 -0.157
C -9.190465 -4.074590 6.238464 0.18 -1.02 -0.13 -0.231
C -10.170695 -3.835350 5.085354 0.41 0.33 -0.66 -0.110
C -4.653325 -1.437410 4.470554 0.22 1.54 0.32 -0.257
C -3.147415 -1.115860 4.214824 -0.83 -3.09 0.43 -0.258
C -2.890865 -0.045390 3.222374 0.50 0.89 1.79 -0.258
C -1.418765 0.330970 3.340324 -0.33 0.90 -0.73 -0.119
C -4.413645 -2.285730 7.276634 0.03 -0.90 0.50 -0.242
C -4.691205 -3.310990 8.416804 -0.29 -0.25 0.98 -0.237
C -4.130025 -2.857870 9.774044 -0.02 1.20 0.00 -0.238
C -4.758205 -1.549940 10.359974 -0.03 -0.79 -1.27 -0.071
H -5.104085 -6.095250 1.291984 0.16 0.12 -0.34 0.054
H -5.905735 -6.907400 2.538704 0.13 -0.23 0.35 0.083
H -4.481555 -7.645300 1.808134 0.29 0.11 0.34 0.082
H -3.155255 -5.448490 2.900134 0.20 -0.70 -0.23 0.085
H -4.050315 -6.509740 4.086054 0.83 -0.15 -0.02 0.115
H -5.979175 -5.026250 3.908984 -0.12 -0.25 -0.60 0.085
H -5.068175 -4.014700 2.812734 0.04 0.57 0.25 0.105
H -3.484865 -3.809940 4.994354 0.52 -0.11 -0.21 0.090
H -4.533855 -4.844820 5.786894 -0.38 -0.25 0.04 0.115
H -7.397995 -2.312960 4.866564 0.09 -0.45 -0.51 0.098
H -7.217965 -2.046850 6.480954 -0.49 -0.29 0.63 0.099
H -7.324165 -4.641060 7.022874 0.53 0.50 0.12 0.096
H -7.323155 -5.045080 5.374024 -0.16 0.46 -0.47 0.087
H -9.395425 -3.358590 7.034344 0.31 0.30 -0.08 0.108
H -9.547295 -5.005670 6.678754 0.41 -0.26 0.14 0.107
H -11.210695 -3.966690 5.384094 0.12 0.33 0.52 0.083
H -10.119975 -4.535690 4.251664 0.61 -0.21 0.02 0.070
H -10.057455 -2.838400 4.659474 -0.15 0.13 -0.04 0.060
H -5.060175 -0.515860 4.886854 -0.53 0.44 -0.56 0.103
H -5.210735 -1.770300 3.595014 0.09 0.44 -0.30 0.098
H -2.656455 -2.052640 3.951184 0.24 -0.19 -0.12 0.098
H -2.680925 -0.806320 5.150064 -0.15 0.03 0.12 0.117
H -3.467675 0.695650 3.775764 -0.24 1.16 -1.26 0.116
H -3.130015 -0.170880 2.166364 -0.50 -0.22 0.29 0.117
H -0.828165 -0.470090 2.895794 0.38 0.30 -0.06 0.071
H -1.049445 0.598120 4.330444 -0.30 -0.53 0.28 0.078
H -1.355915 1.280540 2.808844 0.71 -0.17 -0.52 0.068
H -4.606015 -1.237490 7.505294 -0.25 -0.02 0.32 0.096
H -3.333915 -2.380780 7.161564 0.19 0.29 -0.45 0.106
H -4.137435 -4.235240 8.251874 -0.02 -0.04 -0.65 0.110
H -5.708115 -3.646450 8.620444 -0.41 0.46 -0.68 0.110
H -3.074185 -2.693550 9.558884 0.28 0.03 0.52 0.102
H -4.233115 -3.677430 10.485234 0.17 0.00 -0.09 0.118
H -5.103535 -0.961510 9.509914 0.10 0.40 -0.05 0.043
H -4.029115 -0.943840 10.897714 -0.31 -0.23 0.29 0.080
H -5.685905 -1.753930 10.894644 0.36 -0.01 0.47 0.082
N -0.401315 2.776140 -6.165236 1.80 -5.73 4.84 -0.368
S 0.374305 1.399450 -6.687796 3.16 -5.47 -1.25 0.645
O 1.496955 1.589730 -7.622076 -2.97 0.38 2.58 -0.216
O -0.486725 0.221520 -6.891696 0.82 3.06 0.73 -0.277
F 1.107815 1.007460 -5.293536 -0.75 1.00 -0.47 -0.199
S -0.532045 3.467440 -7.446686 -1.73 8.26 -9.87 0.480
O -0.930355 2.669770 -8.629226 0.84 1.42 3.32 -0.244
O 0.321675 4.638260 -7.598856 -0.68 -2.62 0.25 -0.224
F -1.885675 4.256820 -7.008566 -0.88 -0.24 0.14 -0.223
N -0.471615 1.035280 -2.555646 0.05 1.36 4.46 -0.293
S 0.020685 0.865660 -0.908896 0.95 1.14 4.41 0.586
O 1.310425 0.239900 -0.631386 -2.12 0.59 -1.66 -0.269
O -1.039605 0.557000 0.030094 0.92 0.62 -1.97 -0.257
F 0.367445 2.386320 -0.617736 -0.49 0.08 -0.88 -0.168
S -0.443035 -0.478670 -2.784276 -1.57 -7.41 -3.86 0.416
O -1.281335 -1.439960 -2.000776 2.07 2.96 -0.88 -0.283
O 0.808345 -0.889760 -3.294606 1.15 -0.58 1.21 -0.240
F -1.238845 -0.527420 -4.152356 -1.25 0.97 -0.50 -0.182
```
Positions in Å, forces in eV/Å.

As for the spin multiplicity: 2. The calculation puts the highest occupied orbital energy (alpha / beta) at -19.122 / -19.122 eV. For the frontier orbital gap (alpha / beta), the calculation gives 7.79 / 2.24 eV. As for the LUMO energy (alpha / beta): -11.33 / -16.88 eV. For the maximum force, the calculation gives 12.99 eV/A. The charge is +6. Its energy is -203001.97250 eV.